Entry 1:
Entry from OMol25: a structure of composition C12H8Br2GaN2O6 (ωB97M-V/def2-TZVPD).

Structure (XYZ):
```
31
Properties=species:S:1:pos:R:3
Ga 0.46 0.31 -0.17
O 4.08 1.34 -0.07
C 2.91 1.18 -0.21
O 2.16 0.33 0.52
C 2.08 2.01 -1.27
O 2.58 2.88 -1.91
O 0.82 1.58 -1.44
O 0.68 -5.01 -2.90
C 0.58 -3.89 -2.19
C 1.37 -3.62 -1.07
C 1.19 -2.42 -0.42
N 0.27 -1.52 -0.81
C -0.48 -1.80 -1.90
Br -1.71 -0.47 -2.39
C -0.37 -2.95 -2.62
H 1.36 -5.59 -2.55
H 2.12 -4.32 -0.72
H 1.81 -2.14 0.42
H -0.98 -3.15 -3.48
O -2.83 3.61 3.58
C -2.21 2.84 2.69
C -2.12 3.15 1.33
C -1.43 2.30 0.52
N -0.87 1.15 0.97
C -0.97 0.87 2.29
Br -0.14 -0.72 2.84
C -1.62 1.67 3.18
H -3.20 4.40 3.16
H -2.55 4.05 0.93
H -1.29 2.51 -0.53
H -1.69 1.42 4.23
```

Its LUMO energy is -3.57 eV. The strongest force on any atom is 0.01065 Eh/bohr. The value obtained for the total energy is -220296.7193 eV. Its total charge is +1.

Results of the Löwdin charge analysis, in e, for atoms 1 through 5: number 1, Ga, carries 0.31; number 2, O, carries 0.18; number 3, C, carries -0.46; number 4, O, carries -0.05; number 5, C, carries -0.46

***

Entry 2:
Entry from OMol25: a structure of composition C22H20ClNO4SiW at a distorted geometry (ωB97M-V/def2-TZVPD).

Structure (XYZ):
```
50
Properties=species:S:1:pos:R:3
W -7.61 -11.26 7.06
O -8.23 -13.91 13.41
C -8.47 -12.72 13.25
O -8.79 -11.75 13.91
C -8.38 -12.38 11.68
C -8.39 -11.01 11.28
C -8.26 -10.69 9.95
N -8.13 -11.65 9.01
C -8.20 -12.97 9.40
C -8.29 -13.36 10.70
C -8.05 -13.87 8.21
O -8.08 -15.06 8.25
O -7.82 -13.19 7.10
H -8.45 -10.24 12.05
H -8.23 -9.68 9.57
H -8.19 -14.40 10.96
C -10.93 -11.53 7.04
Si -9.78 -10.27 6.24
C -9.90 -10.36 4.37
C -10.25 -8.55 6.85
C -10.42 -7.51 5.91
C -10.99 -6.30 6.28
C -11.44 -6.13 7.58
C -11.27 -7.11 8.53
C -10.63 -8.31 8.16
H -11.96 -11.29 6.85
H -10.71 -11.58 8.10
H -10.70 -12.50 6.59
H -10.94 -10.34 4.05
H -9.42 -11.28 4.03
H -9.36 -9.51 3.95
H -10.13 -7.63 4.87
H -11.04 -5.46 5.56
H -11.91 -5.17 7.84
H -11.61 -6.96 9.54
H -10.49 -9.08 8.94
Cl -7.57 -5.61 4.28
C -7.21 -7.04 5.19
C -7.45 -7.08 6.58
C -6.97 -8.13 7.33
C -6.29 -9.21 6.73
C -5.80 -10.26 7.60
C -6.35 -9.27 5.32
C -6.77 -8.16 4.60
H -7.99 -6.25 7.00
H -7.08 -8.08 8.39
H -5.71 -10.02 8.66
H -5.00 -10.87 7.25
H -5.82 -10.05 4.77
H -6.60 -8.26 3.53
```

As for the spin multiplicity: 3. Its LUMO energy (alpha / beta) is -1.77 / -1.72 eV. The strongest force on any atom is 0.04375 Eh/bohr. The value obtained for the total energy is -55042.6825 eV. As for the expectation value of S²: 2.02. For the relative energy (zero: lowest compared OMol25 entry of this formula, charge and spin), the calculation gives 0.000 eV.

Results of the Löwdin charge analysis, in e, for atoms 1 through 5: number 1, W, carries 1.45; number 2, O, carries 0.00; number 3, C, carries -0.70; number 4, O, carries 0.00; number 5, C, carries -0.02

***

Entry 3:
Entry from OMol25: a structure of composition C3H7NO4 at a distorted geometry (ωB97M-V/def2-TZVPD).

Structure (XYZ):
```
15
Properties=species:S:1:pos:R:3
C -1.97 -0.13 -1.32
C -1.57 -0.64 0.06
C 0.60 0.25 0.47
H -0.36 0.18 -2.15
H -1.41 1.01 -1.42
H -3.02 0.20 -1.61
H -2.27 -0.83 0.86
H -0.73 -1.53 -0.03
H 0.68 0.20 2.24
H 3.01 0.49 0.50
N 1.25 0.83 1.47
O -1.35 -0.73 -2.31
O -0.73 0.21 0.80
O 1.13 -0.07 -0.62
O 2.57 0.28 1.63
```

Its LUMO energy is -0.01 eV. The strongest force on any atom is 0.13723 Eh/bohr. The value obtained for the total energy is -12896.8947 eV. For the relative energy (zero: lowest compared OMol25 entry of this formula, charge and spin), the calculation gives 9.092 eV.

Results of the Löwdin charge analysis, in e, for atoms 1 through 5: number 1, C, carries -0.39; number 2, C, carries -0.14; number 3, C, carries -0.58; number 4, H, carries 0.30; number 5, H, carries 0.15

***

Entry 4:
Entry from OMol25: a structure of composition C41H61CaCl2N7O2S at a distorted geometry (ωB97M-V/def2-TZVPD).

Structure (XYZ):
```
115
Properties=species:S:1:pos:R:3
Ca 0.61 0.87 -0.35
C 4.63 -1.57 2.93
C 4.07 -0.69 1.80
C 4.81 0.64 1.81
C 4.28 -1.41 0.49
C 5.54 -1.91 0.24
C 5.73 -2.82 -0.80
C 4.73 -3.00 -1.78
C 3.44 -2.38 -1.62
C 2.28 -2.43 -2.67
C 0.92 -2.89 -2.15
C 2.17 -1.07 -3.46
C 3.21 -1.69 -0.36
N 1.96 -1.24 0.06
C 1.29 -2.04 0.92
O 1.35 -3.27 1.07
C 0.42 -1.24 1.85
C -0.25 -1.89 2.88
C -1.05 -1.13 3.66
C -1.08 0.29 3.64
C -0.38 0.89 2.61
N 0.29 0.10 1.73
C -0.52 2.36 2.28
O -1.20 3.10 3.01
N 0.16 2.83 1.15
C 0.24 4.21 1.14
C -0.31 5.03 0.08
C -0.65 6.37 0.44
C -0.32 7.00 1.64
C 0.47 6.26 2.54
C 0.83 4.92 2.26
C 1.77 4.16 3.18
C 1.27 4.11 4.62
C 3.14 4.81 3.20
C -0.42 4.64 -1.40
C -1.87 4.35 -1.87
C 0.45 3.39 -1.75
H 4.22 -1.22 3.94
H 5.71 -1.47 3.01
H 4.45 -2.63 2.76
H 2.99 -0.41 1.87
H 5.91 0.44 1.71
H 4.65 1.20 2.77
H 4.57 1.28 0.95
H 6.35 -1.63 0.93
H 6.65 -3.39 -0.81
H 5.05 -3.58 -2.71
H 2.61 -3.13 -3.44
H 0.33 -2.01 -1.81
H 0.95 -3.77 -1.44
H 0.28 -3.32 -2.99
H 2.09 -1.14 -4.58
H 3.04 -0.45 -3.25
H 1.30 -0.45 -3.12
H -0.26 -3.01 2.91
H -1.68 -1.58 4.44
H -1.55 0.88 4.40
H -1.29 6.94 -0.26
H -0.67 7.99 1.87
H 0.83 6.70 3.50
H 1.86 3.17 2.72
H 1.37 5.17 5.05
H 1.81 3.37 5.27
H 0.20 3.87 4.78
H 3.09 5.86 3.63
H 3.58 4.83 2.19
H 3.79 4.19 3.82
H -0.07 5.53 -1.91
H -2.38 3.68 -1.13
H -1.87 3.84 -2.85
H -2.50 5.25 -1.94
H 1.41 3.34 -1.16
H 0.84 3.52 -2.79
H -0.08 2.40 -1.73
Cl -3.47 -1.69 -5.27
C -2.74 -0.16 -5.77
Cl -0.99 0.13 -5.26
H -3.26 0.66 -5.24
H -2.77 -0.12 -6.89
C 0.39 -6.98 0.26
N -0.42 -5.80 -0.04
C -1.74 -5.87 -0.37
S -2.91 -4.72 -0.05
N -2.04 -7.05 -1.06
C -1.19 -7.59 -2.17
H 0.87 -6.86 1.25
H 1.20 -7.11 -0.53
H -0.14 -7.90 0.21
H -0.10 -4.94 0.41
H -3.05 -6.99 -1.23
H -0.45 -6.79 -2.40
H -1.84 -7.76 -3.10
H -0.72 -8.53 -1.91
C -6.05 -0.23 -1.96
C -5.21 -0.47 -0.69
N -4.00 0.36 -0.62
C -4.05 1.47 0.39
C -5.04 2.53 0.01
C -2.77 -0.01 -1.12
C -2.67 -1.45 -1.63
N -1.72 0.76 -1.08
H -7.04 -0.65 -1.74
H -5.67 -0.80 -2.83
H -6.03 0.84 -2.21
H -4.95 -1.52 -0.55
H -5.90 -0.19 0.15
H -3.01 1.89 0.50
H -4.20 0.95 1.35
H -5.06 2.59 -1.08
H -4.82 3.51 0.48
H -5.97 2.26 0.44
H -2.75 -2.14 -0.78
H -1.72 -1.66 -2.17
H -3.52 -1.58 -2.32
H -2.11 1.69 -0.99
```

Its LUMO energy is 0.18 eV. The strongest force on any atom is 0.06227 Eh/bohr. The value obtained for the total energy is -112352.8274 eV. For the relative energy (zero: lowest compared OMol25 entry of this formula, charge and spin), the calculation gives 2.873 eV.

Results of the Löwdin charge analysis, in e, for atoms 1 through 5: number 1, Ca, carries 1.37; number 2, C, carries -0.07; number 3, C, carries -0.38; number 4, C, carries -0.08; number 5, C, carries -0.17

***

Entry 5:
Entry from OMol25: a structure of composition C2H4CeO3 at a distorted geometry (ωB97M-V/def2-TZVPD).

Structure (XYZ):
```
10
Properties=species:S:1:pos:R:3
O -0.07 -1.23 -1.51
C -0.29 -0.24 -0.70
Ce -3.15 -1.41 1.02
O 0.55 0.73 -0.55
O -1.46 -0.11 -0.32
H -1.03 -1.61 -1.63
C 1.21 0.92 0.71
H 1.32 -0.02 1.26
H 2.22 1.26 0.46
H 0.70 1.71 1.27
```

As for the spin multiplicity: 3. Its LUMO energy (alpha / beta) is -9.64 / -9.66 eV. The strongest force on any atom is 0.07037 Eh/bohr. The value obtained for the total energy is -21190.1843 eV. As for the expectation value of S²: 2.00. For the relative energy (zero: lowest compared OMol25 entry of this formula, charge and spin), the calculation gives 0.881 eV. Its total charge is +2.

Results of the Löwdin charge analysis, in e, for atoms 1 through 5: number 1, O, carries 0.24; number 2, C, carries -0.62; number 3, Ce, carries 1.85; number 4, O, carries 0.07; number 5, O, carries -0.13

***

Entry 6:
Entry from OMol25: a structure of composition C40H56GeO2PPtSi2 at a distorted geometry (ωB97M-V/def2-TZVPD).

Structure (XYZ):
```
103
Properties=species:S:1:pos:R:3
Pt -0.52 -0.22 1.09
C -3.56 -0.42 -1.21
Si -2.05 -1.35 -0.47
C -1.63 -2.68 -1.81
C -2.80 -2.40 1.05
C -3.25 -3.68 0.77
C -3.82 -4.44 1.78
C -3.91 -3.93 3.07
C -3.44 -2.66 3.35
C -2.89 -1.90 2.33
Si -2.22 -0.11 2.81
C -3.83 0.94 2.58
C -1.85 0.03 4.71
H -4.49 -0.93 -0.95
H -3.50 -0.37 -2.29
H -3.62 0.60 -0.85
H -2.54 -2.97 -2.31
H -1.18 -3.56 -1.39
H -0.96 -2.28 -2.57
H -3.20 -4.09 -0.23
H -4.20 -5.43 1.56
H -4.35 -4.52 3.85
H -3.50 -2.27 4.35
H -3.77 1.87 3.13
H -4.69 0.39 2.95
H -4.01 1.18 1.53
H -2.78 0.06 5.27
H -1.31 0.95 4.91
H -1.25 -0.79 5.08
O -1.85 1.75 0.25
C -1.19 2.58 0.87
O -0.01 2.33 1.27
C -1.83 3.88 1.31
C -0.82 5.01 1.34
Ge 1.07 4.33 1.48
C 1.73 3.86 -0.35
C 2.46 2.71 -0.61
C 2.73 2.33 -1.92
C 2.26 3.09 -2.97
C 1.55 4.25 -2.72
C 1.29 4.64 -1.42
C 1.93 6.22 1.76
C 2.73 6.83 0.82
C 3.12 8.15 1.03
C 2.72 8.82 2.17
C 1.95 8.17 3.12
C 1.56 6.86 2.92
C 1.75 3.58 3.22
C 0.86 3.39 4.27
C 1.30 2.86 5.47
C 2.63 2.51 5.62
C 3.52 2.72 4.59
C 3.09 3.28 3.39
H -2.20 3.66 2.32
H -2.69 4.10 0.67
H -1.05 5.72 2.14
H -0.86 5.58 0.41
H 2.81 2.11 0.22
H 3.32 1.45 -2.11
H 2.43 2.77 -3.99
H 1.19 4.86 -3.55
H 0.75 5.56 -1.24
H 3.04 6.32 -0.08
H 3.74 8.64 0.29
H 3.02 9.84 2.33
H 1.65 8.68 4.03
H 0.96 6.36 3.66
H -0.18 3.66 4.14
H 0.60 2.72 6.28
H 2.97 2.09 6.56
H 4.56 2.45 4.71
H 3.80 3.49 2.61
C 3.74 -1.94 3.23
C 2.73 -0.91 2.71
C 1.88 -0.38 3.86
P 1.60 -1.44 1.31
C 1.03 -3.22 1.51
C 2.03 -4.36 1.37
C 0.27 -3.34 2.83
C 2.67 -1.28 -0.22
C 1.75 -1.21 -1.43
C 3.78 -2.31 -0.49
H 4.40 -1.44 3.93
H 4.35 -2.36 2.43
H 3.23 -2.74 3.75
H 3.29 -0.06 2.28
H 1.33 -1.18 4.33
H 1.16 0.37 3.50
H 2.51 0.10 4.61
H 0.29 -3.30 0.70
H 2.94 -4.21 1.95
H 2.31 -4.53 0.34
H 1.56 -5.28 1.73
H 0.95 -3.44 3.68
H -0.37 -4.23 2.82
H -0.38 -2.48 2.99
H 3.16 -0.31 -0.07
H 1.19 -2.14 -1.52
H 2.32 -1.05 -2.34
H 1.04 -0.38 -1.31
H 3.37 -3.20 -0.95
H 4.33 -2.60 0.41
H 4.49 -1.88 -1.19
```

Its LUMO energy is -5.34 eV. The strongest force on any atom is 0.07237 Eh/bohr. The value obtained for the total energy is -131285.1586 eV. For the relative energy (zero: lowest compared OMol25 entry of this formula, charge and spin), the calculation gives 3.198 eV. Its total charge is +1.

Results of the Löwdin charge analysis, in e, for atoms 1 through 5: number 1, Pt, carries 0.69; number 2, C, carries -0.17; number 3, Si, carries 0.69; number 4, C, carries -0.19; number 5, C, carries -0.31

***

Entry 7:
Entry from OMol25: a structure of composition C40H54BIrN8S4 at a distorted geometry (ωB97M-V/def2-TZVPD).

Structure (XYZ):
```
108
Properties=species:S:1:pos:R:3
Ir 0.76 0.78 -1.25
C -3.99 3.39 -0.24
C -3.91 2.34 -1.35
C -5.25 2.26 -2.07
C -2.86 2.74 -2.40
N -3.64 1.01 -0.69
C -4.64 0.06 -0.51
C -4.20 -0.82 0.41
N -2.93 -0.44 0.80
B -2.29 -1.10 2.07
N -1.51 -2.44 1.86
C -1.05 -3.05 2.97
C -0.53 -4.27 2.63
N -0.67 -4.42 1.29
C -1.29 -3.28 0.80
S -1.57 -2.92 -0.80
C -0.28 -5.67 0.55
C -1.46 -6.25 -0.23
C 0.16 -6.72 1.57
C 0.90 -5.35 -0.38
N -1.46 -0.04 2.82
C -2.17 1.00 3.40
C -1.34 1.70 4.17
N -0.08 1.11 4.09
C -0.16 0.03 3.24
S 1.13 -0.93 2.66
C 1.11 1.56 4.89
C 1.62 0.41 5.76
C 0.68 2.69 5.82
C 2.19 2.07 3.94
C -2.57 0.65 0.09
S -1.09 1.53 0.30
H -4.25 4.36 -0.67
H -3.04 3.49 0.28
H -4.77 3.12 0.48
H -5.41 3.20 -2.60
H -6.08 2.13 -1.38
H -5.26 1.45 -2.81
H -3.16 3.69 -2.83
H -2.82 2.00 -3.20
H -1.87 2.86 -1.96
H -5.58 0.09 -1.02
H -4.69 -1.68 0.84
H -3.22 -1.40 2.79
H -1.15 -2.61 3.95
H -0.06 -5.00 3.26
H -2.33 -6.38 0.41
H -1.17 -7.22 -0.62
H -1.73 -5.62 -1.07
H -0.62 -6.92 2.31
H 1.08 -6.43 2.09
H 0.36 -7.65 1.04
H 0.60 -4.62 -1.13
H 1.21 -6.26 -0.88
H 1.74 -4.95 0.19
H -3.22 1.15 3.21
H -1.53 2.59 4.75
H 0.81 0.00 6.37
H 2.39 0.80 6.44
H 2.05 -0.39 5.17
H -0.13 2.38 6.49
H 0.36 3.57 5.26
H 1.53 2.97 6.42
H 2.50 1.28 3.26
H 3.05 2.40 4.52
H 1.81 2.91 3.36
C 2.46 -1.95 -0.69
N 2.74 -0.88 -1.65
C 4.11 -0.41 -1.48
C 2.53 -1.34 -3.02
C 1.07 -1.45 -3.36
C 0.67 -2.32 -4.37
C -0.65 -2.35 -4.79
C -1.59 -1.52 -4.18
C -1.18 -0.68 -3.15
C 0.14 -0.61 -2.72
H 3.14 -2.80 -0.85
H 1.43 -2.29 -0.81
H 2.58 -1.58 0.32
H 4.84 -1.22 -1.65
H 4.25 -0.04 -0.46
H 4.32 0.40 -2.18
H 3.04 -2.30 -3.19
H 2.99 -0.61 -3.69
H 1.40 -2.97 -4.84
H -0.95 -3.02 -5.59
H -2.62 -1.54 -4.50
H -1.94 -0.09 -2.65
C 0.54 2.37 -4.24
C 1.48 3.12 -3.35
C 2.08 4.30 -3.85
C 2.95 5.00 -3.07
C 3.25 4.54 -1.78
C 4.17 5.21 -0.94
C 4.45 4.73 0.31
C 3.83 3.55 0.75
C 2.92 2.87 -0.03
S 2.19 1.43 0.61
C 2.61 3.36 -1.33
N 1.73 2.68 -2.12
H 0.05 3.04 -4.94
H -0.22 1.84 -3.67
H 1.09 1.62 -4.82
H 1.83 4.62 -4.85
H 3.41 5.91 -3.43
H 4.65 6.11 -1.31
H 5.16 5.24 0.94
H 4.06 3.16 1.74
```

As for the spin multiplicity: 6. Its LUMO energy (alpha / beta) is -2.25 / -4.78 eV. The strongest force on any atom is 0.02021 Eh/bohr. The value obtained for the total energy is -101130.2709 eV. As for the expectation value of S²: 8.80. Its total charge is +1.

Results of the Löwdin charge analysis, in e, for atoms 1 through 5: number 1, Ir, carries 1.06; number 2, C, carries -0.03; number 3, C, carries -0.53; number 4, C, carries -0.05; number 5, C, carries -0.05

***

Entry 8:
Entry from OMol25: a structure of composition C23H33N4OOsPSi at a distorted geometry (ωB97M-V/def2-TZVPD).

Structure (XYZ):
```
64
Properties=species:S:1:pos:R:3
Os -0.61 0.95 0.13
Si -1.32 0.80 2.39
P -2.05 2.69 -0.08
N 0.72 2.15 0.33
H -1.88 -1.90 -1.11
C -2.38 3.37 -1.74
H -3.06 4.22 -1.64
H -2.84 2.61 -2.38
H -1.45 3.71 -2.20
C -3.77 2.44 0.48
H -4.32 3.36 0.25
H -3.82 2.25 1.55
H -4.23 1.60 -0.06
C -1.58 4.22 0.78
H -2.40 4.94 0.70
H -0.69 4.65 0.30
H -1.36 4.04 1.83
C -2.69 -0.49 2.60
H -2.44 -1.43 2.11
H -3.66 -0.15 2.22
H -2.80 -0.71 3.67
H -0.28 0.23 3.29
H -1.76 2.07 3.04
C 1.78 2.88 0.71
C 3.79 4.15 0.14
C 2.74 3.33 -0.25
C 1.98 3.23 2.09
C 3.04 4.05 2.45
C 3.94 4.51 1.48
H 4.49 4.51 -0.62
H 2.57 3.02 -1.29
H 1.26 2.84 2.81
H 3.16 4.33 3.49
H 4.76 5.16 1.78
C -2.44 -1.06 -1.57
O -1.90 0.19 -1.13
C -2.28 -1.12 -3.09
H -3.20 -1.46 -3.57
H -1.48 -1.83 -3.36
H -2.02 -0.13 -3.49
C -3.90 -1.18 -1.13
H -4.54 -0.58 -1.79
H -4.06 -0.86 -0.10
H -4.22 -2.23 -1.21
N 4.10 -8.24 -2.76
C 3.69 -7.28 -2.24
C 3.19 -6.09 -1.61
C 2.25 -5.29 -2.29
C 1.76 -4.14 -1.67
C 2.22 -3.79 -0.40
C 3.15 -4.59 0.29
C 3.63 -5.75 -0.33
N 1.80 -2.59 0.18
C 2.33 -1.99 1.32
C 1.66 -0.82 1.49
N 0.72 -0.70 0.47
C 0.83 -1.77 -0.31
H 1.92 -5.56 -3.29
H 1.04 -3.51 -2.20
H 3.49 -4.32 1.29
H 4.35 -6.38 0.20
H 3.09 -2.44 1.92
H 1.75 -0.10 2.27
H 0.19 -2.02 -1.14
```

As for the spin multiplicity: 5. Its LUMO energy (alpha / beta) is -0.20 / -2.62 eV. The strongest force on any atom is 0.05217 Eh/bohr. The value obtained for the total energy is -52024.2312 eV. As for the expectation value of S²: 6.09. For the relative energy (zero: lowest compared OMol25 entry of this formula, charge and spin), the calculation gives 0.000 eV.

Results of the Löwdin charge analysis, in e, for atoms 1 through 5: number 1, Os, carries 1.21; number 2, Si, carries 0.44; number 3, P, carries 0.63; number 4, N, carries -0.20; number 5, H, carries 0.11